DFT (ωB97M-V/def2-TZVPD) results for C25H31N3O5S in the gas phase in a non-equilibrium geometry.

The value obtained for the highest occupied orbital energy is -8.27 eV. The structure (SMILES) is CCOc1ccccc1CNC(=O)[C@@H]1Cc2cc(S(=O)(=O)N3CCCCC3)ccc2N1C(C)=O. The charge is 0. The LUMO energy is 0.50 eV.

```
65
Properties=species:S:1:pos:R:3:lowdin_charge:R:1
C -5.19982 2.27980 -1.59564 -0.06
C -4.40113 1.00611 -1.33905 -0.24
O -3.70562 1.03713 -0.10674 -0.05
C -2.60042 1.81451 0.03589 -0.22
C -1.94851 2.48531 -0.99347 -0.02
C -0.78729 3.19500 -0.73892 -0.08
C -0.25940 3.25806 0.53709 -0.09
C -0.91320 2.60457 1.56757 -0.03
C -2.08211 1.89716 1.33886 -0.13
C -2.70384 1.07159 2.43619 -0.09
N -2.08693 -0.24414 2.35530 0.11
C -2.72923 -1.33304 1.89822 -0.44
O -3.93023 -1.49466 1.94092 0.07
C -1.80096 -2.37448 1.22387 -0.14
C -0.39474 -2.44396 1.83198 -0.04
C 0.33057 -1.38770 1.04311 -0.17
C 1.48653 -0.69836 1.32648 -0.01
C 1.90674 0.26824 0.42269 -0.27
S 3.34399 1.26211 0.82789 0.66
O 3.19609 2.53003 0.17600 -0.28
O 3.49564 1.22609 2.25419 -0.29
N 4.68647 0.53999 0.18299 -0.24
C 4.88576 0.62306 -1.24319 -0.19
C 4.35351 -0.60779 -1.98062 -0.17
C 4.95568 -1.87354 -1.37373 -0.20
C 4.63787 -1.92832 0.11922 -0.17
C 5.17012 -0.66785 0.80462 -0.19
C 1.21655 0.51668 -0.74598 -0.06
C 0.05546 -0.18156 -1.04679 0.03
C -0.39709 -1.11242 -0.12647 -0.13
N -1.58058 -1.84845 -0.13232 0.07
C -2.48029 -1.89171 -1.16823 -0.45
C -3.70514 -2.73294 -0.93234 0.02
O -2.27045 -1.31134 -2.21236 0.07
H -5.75217 2.18130 -2.52602 0.08
H -4.54574 3.14576 -1.66291 0.07
H -5.90303 2.44396 -0.78270 0.08
H -3.71426 0.79070 -2.16514 0.11
H -5.08237 0.15788 -1.23212 0.13
H -2.32366 2.43853 -2.00324 0.11
H -0.28802 3.69805 -1.55325 0.11
H 0.66155 3.78646 0.72360 0.10
H -0.50878 2.64206 2.56901 0.12
H -3.77690 0.94500 2.28986 0.13
H -2.50443 1.50703 3.41871 0.13
H -1.08512 -0.19328 2.23417 0.12
H -2.30799 -3.33956 1.19500 0.15
H -0.39682 -2.26901 2.90698 0.13
H 0.05707 -3.42368 1.65066 0.13
H 2.04619 -0.85438 2.23512 0.13
H 4.39055 1.53635 -1.57312 0.11
H 5.96208 0.72297 -1.42707 0.13
H 3.26561 -0.64807 -1.89654 0.10
H 4.61153 -0.53284 -3.03792 0.11
H 4.55751 -2.75706 -1.87615 0.11
H 6.03918 -1.86440 -1.51355 0.11
H 3.55648 -1.99500 0.25702 0.10
H 5.09622 -2.80737 0.57486 0.11
H 4.87079 -0.61970 1.85175 0.11
H 6.26528 -0.65853 0.75378 0.13
H 1.57690 1.29144 -1.40285 0.12
H -0.49579 0.01150 -1.95022 0.11
H -4.25204 -2.37522 -0.06239 0.07
H -3.42571 -3.77233 -0.76919 0.09
H -4.33806 -2.67178 -1.81338 0.09
```



DFT (ωB97M-V/def2-TZVPD) results for a molecular structure, C25H31N3OP2Pt in a non-equilibrium geometry.

The value obtained for the highest occupied orbital energy (spin up / spin down) is -11.00 / -13.38 eV. Its expectation value of S² is 6.045. The charge is +2. The LUMO energy (spin up / spin down) is -6.69 / -9.58 eV. Its spin multiplicity is 5.

```
63
Properties=species:S:1:pos:R:3:lowdin_charge:R:1
C -1.53923 2.73176 -3.51359 -0.02
C -1.28508 1.44954 -3.00565 -0.24
C 0.09148 0.94038 -3.13899 -0.21
C 1.12700 1.93021 -3.05065 -0.18
C 0.79617 3.28440 -3.29882 0.00
C -0.47097 3.62871 -3.69775 -0.05
C 2.44807 1.55309 -2.85724 0.01
C 2.71646 0.19272 -2.83074 -0.18
C 1.63935 -0.75756 -2.92261 -0.21
C 1.96067 -2.14692 -2.58192 -0.23
C 3.27663 -2.56891 -2.81468 -0.02
C 4.30667 -1.62795 -2.97751 -0.05
C 4.04784 -0.29232 -2.80247 0.00
H -2.56512 3.08038 -3.70494 0.13
H 1.62262 3.98966 -3.29740 0.13
H -0.65517 4.55309 -4.24921 0.13
H 3.14560 2.23826 -2.36313 0.14
H 3.55694 -3.63200 -2.80833 0.13
H 5.29262 -1.96829 -3.30603 0.13
H 4.83906 0.45059 -2.78211 0.13
N 0.39312 -0.36958 -3.27644 0.19
Pt 0.25332 0.10821 0.54307 0.89
C -2.26348 0.53518 -2.36838 -0.19
H -2.02332 -0.47948 -2.66671 0.08
H -3.31371 0.76406 -2.52698 0.11
C 0.83722 -2.95991 -2.05480 -0.19
H -0.07294 -2.71425 -2.61226 0.09
H 1.01451 -4.03494 -2.04665 0.11
P -1.76502 0.59284 -0.49738 0.72
P 0.47395 -2.20587 -0.27499 0.82
C 1.80885 -2.97312 0.71064 -0.24
H 1.55122 -2.79449 1.76372 0.03
H 1.91568 -4.05080 0.51631 0.08
H 2.75227 -2.46262 0.47104 0.06
C -1.01964 -3.16026 0.14350 -0.25
H -0.79211 -4.23273 0.20815 0.08
H -1.37353 -2.78303 1.11093 0.03
H -1.78356 -3.00342 -0.62995 0.05
C -2.10858 2.31138 -0.01815 -0.24
H -3.09510 2.61907 -0.40352 0.08
H -2.08653 2.36674 1.07649 0.03
H -1.33351 2.97301 -0.42332 0.06
C -3.06732 -0.35160 0.31623 -0.25
H -2.83819 -0.35553 1.38794 0.04
H -4.03396 0.13455 0.12673 0.08
H -3.08758 -1.38032 -0.06316 0.04
H 1.34269 0.85545 -0.32333 -0.02
H 1.86726 0.25472 0.86816 0.02
N -1.48124 1.82473 7.11396 0.20
C -1.32497 0.57240 6.57827 -0.46
O -1.54440 -0.45871 7.20426 0.10
C -0.89748 0.50725 5.14313 -0.05
C -0.66523 1.61141 4.29994 0.05
C -0.28902 1.40202 2.97270 -0.11
N -0.24180 0.16644 2.44770 -0.22
C -0.41409 -0.91911 3.22073 -0.09
C -0.78041 -0.75185 4.53836 0.05
H -1.68440 1.84846 8.09634 0.13
H -1.22857 2.66552 6.63116 0.10
H -0.76389 2.65924 4.55758 0.13
H 0.01547 2.21826 2.31796 0.12
H -0.24190 -1.89137 2.77280 0.10
H -0.96169 -1.68678 5.05200 0.14
```



DFT (ωB97M-V/def2-TZVPD) results for a molecular structure, C25H31N3OP2Pt in a non-equilibrium geometry.

The value obtained for the highest occupied orbital energy (spin up / spin down) is -12.37 / -14.76 eV. Its expectation value of S² is 6.049. The charge is +2. The LUMO energy (spin up / spin down) is -6.18 / -9.19 eV. Its spin multiplicity is 5.

```
63
Properties=species:S:1:pos:R:3:lowdin_charge:R:1
C -1.83803 2.82461 -3.82483 0.00
C -1.54269 1.53398 -3.39698 -0.20
C -0.16537 1.12707 -3.53176 -0.16
C 0.80463 2.11472 -3.21002 -0.13
C 0.52088 3.43964 -3.58416 0.02
C -0.79044 3.76302 -3.94283 0.00
C 1.89084 1.58459 -2.34256 -0.08
C 2.41249 0.34247 -2.97913 -0.12
C 1.38017 -0.57116 -3.31429 -0.17
C 1.61754 -1.95128 -2.98375 -0.20
C 2.92186 -2.40565 -3.12558 0.01
C 3.97594 -1.47403 -3.22662 0.01
C 3.74122 -0.10418 -3.09296 0.02
H -2.88754 3.10661 -3.98192 0.14
H 1.30283 4.19436 -3.53740 0.13
H -1.03910 4.80013 -4.22054 0.14
H 2.63330 2.31894 -1.97846 0.15
H 3.09796 -3.48580 -3.10848 0.14
H 5.00972 -1.84412 -3.29939 0.14
H 4.55263 0.61753 -3.02637 0.13
N 0.14419 -0.17761 -3.70949 0.22
Pt 0.16775 0.26877 0.14926 0.71
C -2.42366 0.63356 -2.59959 -0.22
H -2.31793 -0.42366 -2.85310 0.09
H -3.46551 0.95835 -2.62267 0.10
C 0.49373 -2.66534 -2.31764 -0.21
H -0.46035 -2.52764 -2.83315 0.09
H 0.73450 -3.71480 -2.12812 0.11
P -1.95108 0.72479 -0.74712 0.70
P 0.19332 -1.94981 -0.55890 0.71
C 1.54691 -2.71336 0.39410 -0.25
H 1.36713 -2.58121 1.46953 0.05
H 1.59470 -3.78362 0.15203 0.06
H 2.48730 -2.22064 0.11585 0.05
C -1.28093 -2.93645 -0.11664 -0.25
H -0.96763 -3.98940 -0.05972 0.07
H -1.70584 -2.63873 0.84878 0.04
H -2.03733 -2.82646 -0.90565 0.05
C -2.30932 2.46762 -0.35619 -0.25
H -3.29436 2.74924 -0.74708 0.06
H -2.29252 2.63650 0.72903 0.04
H -1.54405 3.11104 -0.81375 0.05
C -3.33036 -0.17702 0.04197 -0.24
H -3.21542 -0.22337 1.13330 0.05
H -4.26741 0.34654 -0.19604 0.07
H -3.38027 -1.19964 -0.35203 0.03
H 1.26911 1.15098 -1.24187 0.03
H 1.70574 0.37245 0.66955 -0.05
N -1.71418 2.00442 6.81668 0.18
C -1.61230 0.75009 6.29578 -0.47
O -1.85609 -0.25859 6.95197 0.09
C -1.19114 0.66892 4.85797 -0.09
C -0.91228 1.78913 4.06974 0.03
C -0.52915 1.63031 2.73591 -0.11
N -0.37498 0.39963 2.19009 -0.17
C -0.64577 -0.70084 2.93324 -0.10
C -1.05665 -0.59871 4.26636 0.05
H -1.99451 2.07910 7.78537 0.13
H -1.46779 2.85609 6.32662 0.10
H -0.97752 2.81354 4.45876 0.12
H -0.33162 2.47523 2.07140 0.11
H -0.53727 -1.65123 2.41764 0.08
H -1.23376 -1.51811 4.82718 0.14
```



In eV, the energy above the lowest of the compared OMol25 structures with the same formula, charge and spin values for the records above are, in order, 0.470; 0.888; 0.000.